78
Properties=species:S:1:pos:R:3 method="wB97M-V/def2-TZVPD" smiles="NOC(=O)OCCCS.CO.CO.CO.CO.CO.CO.CO.CO.CO.CO" gap_ev=9.7
S -2.83 0.05 -0.80
O 1.86 0.79 -2.02
O -5.63 -7.90 6.22
O -0.19 -4.79 1.02
O 3.86 1.79 -5.31
O -2.39 5.19 -0.49
O -5.27 -4.37 2.98
O 1.86 -0.63 -0.26
O 4.15 -0.80 -3.06
O 0.56 -1.25 2.40
O 1.40 1.51 0.08
O 0.76 4.15 -6.35
O -2.39 -2.20 3.84
O -0.29 9.06 -0.58
N 1.00 -1.63 -0.87
C 1.37 -1.13 3.57
C -1.14 5.88 -0.37
C 1.12 8.91 -0.78
C -5.68 -5.48 3.78
C -2.10 -3.46 3.23
C -0.81 1.94 -0.94
C 1.69 0.60 -0.84
C 1.01 -5.32 1.59
C 0.43 2.51 -0.31
C 2.04 4.00 -6.96
C 5.13 1.67 -5.94
C 5.36 -0.10 -2.83
C -4.36 -8.55 6.19
C -1.55 1.03 0.03
H -5.82 -6.33 3.12
H 1.05 -5.13 2.66
H 5.77 -0.32 -1.84
H 5.92 1.59 -5.19
H 0.99 -6.39 1.42
H 1.89 -4.90 1.10
H 2.21 4.89 -7.57
H 2.11 -1.94 3.62
H 0.34 -1.17 -1.49
H -3.54 -7.83 6.32
H -4.26 -9.02 5.22
H -0.19 -3.84 1.17
H 5.16 0.79 -6.59
H 2.82 3.92 -6.21
H 0.14 2.99 0.62
H -1.08 -3.78 3.47
H 0.60 3.37 -5.82
H -0.74 5.76 0.64
H 1.33 8.28 -1.65
H -4.92 -5.73 4.52
H -3.91 0.65 -0.30
H -2.05 1.66 0.76
H -5.72 -7.48 7.07
H 5.30 2.55 -6.54
H 0.46 -2.02 -0.11
H -0.62 1.48 -1.90
H -0.89 0.38 0.59
H 6.08 -0.43 -3.58
H 1.89 -0.17 3.59
H 3.71 1.00 -4.78
H 0.72 -1.20 4.43
H -0.65 9.48 -1.37
H -4.28 -9.31 6.97
H -0.46 5.43 -1.08
H 5.21 0.98 -2.93
H -1.76 -1.56 3.48
H 1.14 -1.18 1.64
H -3.00 5.59 0.14
H -2.80 -4.19 3.62
H 1.52 8.44 0.11
H -5.14 -3.62 3.57
H 3.50 -0.49 -2.41
H -6.62 -5.27 4.29
H 1.60 9.88 -0.91
H -1.47 2.79 -1.14
H -2.22 -3.40 2.15
H 0.88 3.27 -0.94
H 2.06 3.12 -7.61
H -1.25 6.94 -0.59



14
Properties=species:S:1:pos:R:3 method="wB97M-V/def2-TZVPD" gap_ev=8.8 e_above_lowest_ev=3.1605
S 2.24 -0.93 -0.27
N -1.42 0.41 -0.26
N -1.25 -0.58 -1.19
C -0.19 1.75 1.54
C -0.28 0.72 0.47
C 0.68 -0.16 0.04
C 1.05 -1.91 -1.38
C 0.03 -0.89 -1.03
H -0.10 2.86 1.17
H -2.47 0.61 -0.13
H 1.25 -2.10 -2.54
H 0.82 -2.90 -0.93
H -1.12 1.67 2.21
H 0.76 1.46 2.31



25
Properties=species:S:1:pos:R:3 method="wB97M-V/def2-TZVPD" gap_ev="8.1 / 10.0" spin_multiplicity=2 e_above_lowest_ev=0.3334
O -0.35 0.46 0.98
O -2.76 2.25 4.75
O 2.30 0.28 -0.12
O -1.38 0.49 5.03
C 0.48 1.58 0.75
C 1.93 1.18 0.90
C 3.66 -0.06 -0.09
C -2.42 0.99 4.27
C -3.96 2.76 4.21
C -1.68 0.75 1.13
H 4.29 0.83 -0.23
H 2.10 0.73 1.89
H -2.09 0.94 2.97
H 0.26 2.38 1.47
H -4.82 2.12 4.47
H 3.84 -0.77 -0.91
H 2.54 2.10 0.84
H -3.90 2.83 3.11
H -2.32 -0.11 0.90
H -2.01 1.74 0.81
H 0.30 1.96 -0.27
H 3.93 -0.54 0.86
H -3.28 0.30 4.30
H -4.12 3.76 4.64
H -1.73 0.18 5.88



208
Properties=species:S:1:pos:R:3 method="wB97M-V/def2-TZVPD" smiles="CN(C)P(=O)(N(C)C)N(C)C.CN(C)P(=O)(N(C)C)N(C)C.CN(C)P(=O)(N(C)C)N(C)C.CN(C)P(=O)(N(C)C)N(C)C.CCOP(=O)(OCC)OCC.CCOP(=O)(OCC)OCC.CCOP(=O)(OCC)OCC.C[N+](=O)[O-].C[N+](=O)[O-]" gap_ev=8.4
P 8.83 -12.79 -11.18
P 9.19 -22.49 0.65
P 14.84 -13.88 -12.51
P 7.23 -17.73 -3.87
P 17.70 -21.76 -8.14
P 13.39 -15.56 -1.38
P 13.85 -16.39 -7.01
O 8.29 -14.14 -11.47
O 7.82 -11.70 -10.48
O 7.77 -16.63 -8.09
O 13.92 -17.30 -8.31
O 7.47 -14.52 -8.20
O 9.99 -12.77 -10.12
O 9.57 -23.44 1.94
O 10.17 -21.16 0.68
O 13.86 -22.19 -11.61
O 15.44 -16.06 -6.67
O 12.96 -15.23 -7.25
O 8.42 -18.01 -4.69
O 17.19 -23.12 -8.50
O 14.55 -12.65 -13.31
O 15.77 -23.05 -12.10
O 12.34 -16.41 -2.03
O 9.46 -12.03 -12.46
O 7.76 -21.91 1.11
O 13.25 -17.42 -5.83
O 9.05 -23.15 -0.69
N 18.53 -20.91 -9.42
N 16.51 -20.74 -7.46
N 13.16 -15.26 0.28
N 18.88 -21.76 -6.84
N 13.54 -13.99 -2.15
N 7.19 -18.74 -2.41
N 13.41 -14.86 -12.24
N 14.59 -22.95 -12.22
N 7.37 -16.09 -3.22
N 15.96 -14.95 -13.36
N 15.55 -13.67 -10.96
N 8.16 -15.50 -7.97
N 5.75 -17.78 -4.55
N 14.99 -16.18 -1.56
C 11.91 -17.59 -5.37
C 11.42 -12.18 -8.21
C 14.24 -12.83 -1.61
C 16.49 -16.19 -12.80
C 6.95 -14.98 -4.09
C 11.65 -19.93 -0.81
C 16.07 -14.77 -14.80
C 12.97 -18.19 -8.74
C 11.30 -10.96 -13.77
C 16.08 -12.35 -10.56
C 19.68 -21.55 -10.00
C 12.50 -13.61 -3.15
C 11.45 -21.17 -0.01
C 11.58 -18.79 -4.43
C 15.66 -15.49 -5.44
C 19.44 -20.46 -6.31
C 12.17 -14.26 0.66
C 13.02 -15.77 -13.27
C 15.18 -17.56 -2.13
C 8.47 -20.70 3.22
C 6.41 -11.63 -10.82
C 8.49 -15.73 -2.29
C 7.28 -21.51 2.46
C 10.69 -25.58 2.71
C 12.94 -16.50 1.10
C 16.39 -19.30 -7.40
C 16.62 -14.36 -5.55
C 9.97 -12.03 -8.89
C 17.85 -20.11 -10.42
C 6.38 -18.39 -1.20
C 13.99 -24.01 -13.04
C 16.10 -15.70 -0.70
C 8.03 -19.95 -2.23
C 15.82 -21.26 -6.26
C 5.63 -12.05 -9.56
C 10.49 -24.61 1.64
C 15.62 -14.74 -9.90
C 5.57 -17.67 -6.05
C 4.65 -17.42 -3.66
C 9.64 -15.35 -7.68
C 19.70 -22.92 -6.50
C 10.69 -11.30 -12.36
C 13.58 -19.07 -9.87
C 12.56 -14.71 -11.03
H 6.09 -18.51 -6.49
H 15.34 -18.34 -1.39
H 12.11 -17.60 -9.04
H 20.61 -22.83 -7.08
H 20.51 -20.89 -10.27
H 5.78 -16.65 -6.36
H 17.04 -15.90 -1.22
H 11.45 -24.16 1.38
H 9.75 -14.51 -6.99
H 6.73 -22.30 2.98
H 13.86 -18.34 -10.64
H 8.78 -19.72 -1.48
H 9.32 -16.37 -2.58
H 8.74 -14.67 -2.21
H 4.57 -11.87 -9.72
H 10.92 -11.87 -14.24
H 3.79 -16.97 -4.16
H 15.97 -17.58 -2.88
H 16.97 -16.82 -13.55
H 15.99 -14.62 -0.61
H 17.20 -15.82 -12.06
H 12.70 -19.87 -1.08
H 18.42 -19.19 -10.54
H 10.22 -14.97 -8.53
H 18.68 -19.78 -5.93
H 20.10 -20.80 -5.51
H 9.29 -21.39 3.42
H 10.06 -16.25 -7.24
H 15.25 -14.43 -8.92
H 15.36 -18.94 -7.43
H 8.68 -20.00 -3.10
H 12.62 -14.24 -4.03
H 14.27 -17.76 -2.71
H 6.50 -20.85 2.06
H 5.95 -17.40 -1.35
H 8.80 -19.89 2.57
H 7.50 -20.88 -2.03
H 14.53 -19.53 -9.62
H 15.11 -14.99 -15.27
H 4.99 -16.67 -2.95
H 12.70 -16.22 2.13
H 12.32 -21.30 0.63
H 19.40 -22.17 -10.85
H 13.01 -13.92 -10.42
H 16.48 -21.31 -5.40
H 14.92 -20.69 -6.04
H 12.21 -13.30 0.13
H 16.95 -15.39 -14.96
H 12.55 -18.96 -3.97
H 20.24 -22.19 -9.32
H 16.86 -13.98 -4.56
H 15.18 -12.67 -2.14
H 14.99 -15.56 -10.24
H 11.30 -12.06 -7.13
H 8.17 -20.24 4.16
H 14.50 -12.94 -0.55
H 13.88 -16.34 -13.62
H 16.68 -18.91 -8.38
H 17.09 -12.36 -10.15
H 17.73 -20.67 -11.35
H 11.43 -19.07 -0.18
H 11.56 -14.43 -11.35
H 14.78 -15.21 -4.86
H 12.04 -16.20 -13.05
H 9.54 -11.04 -9.07
H 5.89 -11.39 -8.74
H 12.47 -15.61 -10.43
H 9.97 -26.40 2.71
H 10.55 -10.38 -11.81
H 13.59 -11.96 -1.70
H 10.28 -25.12 0.70
H 16.16 -11.65 -11.39
H 11.84 -13.17 -8.41
H 16.84 -19.86 -10.10
H 9.14 -12.41 -8.30
H 15.70 -16.78 -12.34
H 16.66 -15.05 -9.85
H 4.43 -18.40 -3.22
H 10.81 -25.03 3.64
H 14.78 -24.76 -13.05
H 12.21 -17.15 0.61
H 11.51 -13.58 -2.71
H 15.42 -11.93 -9.80
H 11.58 -26.19 2.58
H 12.64 -12.68 -3.70
H 11.47 -19.74 -4.96
H 12.53 -18.89 -8.03
H 7.04 -18.19 -0.36
H 7.42 -15.19 -5.05
H 5.59 -19.09 -0.91
H 12.32 -13.88 1.67
H 11.54 -11.88 -11.98
H 12.86 -19.80 -10.23
H 16.33 -13.73 -14.95
H 11.02 -19.82 -1.70
H 13.90 -16.99 1.29
H 11.18 -14.72 0.61
H 12.12 -11.44 -8.60
H 8.32 -16.05 -1.26
H 11.26 -17.72 -6.24
H 13.68 -23.54 -13.97
H 5.74 -13.08 -9.21
H 19.99 -19.84 -7.02
H 5.94 -10.69 -11.14
H 12.35 -10.69 -13.77
H 19.27 -23.86 -6.87
H 7.10 -13.93 -3.81
H 11.50 -21.99 -0.72
H 12.72 -15.27 -14.19
H 6.11 -12.25 -11.66
H 10.75 -10.09 -14.14
H 10.79 -18.66 -3.70
H 5.91 -15.09 -4.39
H 11.67 -16.71 -4.77
H 16.04 -16.22 -4.73
H 4.50 -17.73 -6.26
H 19.85 -23.04 -5.43
H 15.32 -22.23 -6.32
H 17.47 -14.77 -6.09
H 16.11 -13.61 -6.15
H 13.13 -24.37 -12.48
H 16.11 -16.19 0.27
H 17.10 -18.82 -6.73



9
Properties=species:S:1:pos:R:3 method="wB97M-V/def2-TZVPD" gap_ev="7.1 / 6.3" e_above_lowest_ev=3.0515
I -4.37 2.04 -0.41
I -4.30 -0.91 1.65
I -3.44 -1.00 -1.87
S -1.01 -0.37 0.00
C -3.45 0.15 -0.06
C 0.23 0.08 0.94
H -1.21 0.66 -0.72
H 0.61 1.07 1.08
H 0.84 -0.66 1.38



33
Properties=species:S:1:pos:R:3 method="wB97M-V/def2-TZVPD" gap_ev="10.3 / 5.3" spin_multiplicity=3 total_charge=+2
O 3.51 -1.27 -0.10
N -2.90 -0.23 -0.08
N -1.71 -0.54 0.01
N 0.75 -0.30 0.04
C -3.41 1.10 -0.37
C -3.84 -1.28 0.27
C 0.67 -1.39 -0.97
C 1.88 0.57 -0.38
C 1.84 2.07 -0.02
C -0.46 0.52 -0.12
C 0.78 -0.87 1.40
C 3.33 0.11 0.13
H 0.51 -1.03 -1.95
H -0.53 1.34 0.75
H 1.60 -1.90 -0.94
H 1.63 2.20 0.99
H 1.15 -0.19 2.15
H -0.08 -1.98 -0.57
H 1.90 0.56 -1.54
H -3.25 -2.13 0.54
H 1.30 -1.83 1.19
H -4.48 1.34 -0.33
H -2.93 1.99 -0.02
H -0.67 1.03 -1.15
H -0.16 -1.24 1.77
H 1.07 2.63 -0.53
H -3.10 1.36 -1.47
H 4.33 -1.60 0.21
H 3.30 0.32 1.31
H 2.84 2.53 -0.25
H 4.18 0.73 -0.33
H -4.45 -1.72 -0.69
H -4.59 -0.90 1.05



49
Properties=species:S:1:pos:R:3 method="wB97M-V/def2-TZVPD" gap_ev="7.7 / 5.8" spin_multiplicity=6 e_above_lowest_ev=0.0000 total_charge=+1
Ir -0.45 -0.17 -0.17
As -1.27 -1.83 1.60
S 1.56 -1.07 -0.93
S -1.53 -1.70 -1.83
N 1.10 0.84 1.49
C 0.44 -4.84 -3.24
C -1.73 1.98 1.53
C -3.99 1.52 -0.10
C 2.06 -3.47 -2.07
C -1.60 1.50 0.21
C -0.31 -3.50 1.61
C -0.54 -3.93 -2.95
C -2.71 1.35 -0.62
C -0.83 3.58 3.16
C 0.15 4.15 3.95
C -0.25 -2.77 -2.20
C 0.72 1.97 2.33
C -4.14 1.85 1.23
C -3.11 -2.36 1.37
C 1.08 -2.53 -1.77
C 1.71 2.54 3.12
C -0.58 2.47 2.35
C 1.74 -4.61 -2.79
C -3.02 2.08 2.03
C 1.44 3.63 3.93
C -1.21 -1.26 3.44
H 2.22 4.07 4.53
H -3.38 -3.10 2.13
H 2.71 2.13 3.09
H -0.18 -1.04 3.73
H -3.75 -1.48 1.46
H -0.75 -4.17 2.34
H -1.60 -2.05 4.08
H -0.36 -3.95 0.62
H -4.86 1.40 -0.74
H -0.08 5.01 4.56
H -2.59 1.11 -1.67
H 3.08 -3.30 -1.75
H -3.17 2.37 3.06
H 0.74 -3.32 1.85
H -1.81 4.02 3.15
H 1.42 0.07 2.07
H 1.90 1.11 0.92
H -1.56 -4.09 -3.29
H -5.13 1.95 1.66
H -3.24 -2.79 0.38
H 2.52 -5.33 -3.02
H -1.81 -0.36 3.56
H 0.21 -5.73 -3.81



65
Properties=species:S:1:pos:R:3 method="wB97M-V/def2-TZVPD" gap_ev=10.0 total_charge=+1
F 0.93 -4.04 2.48
O -1.23 -3.10 -1.40
N -0.12 -3.84 0.42
C 5.59 3.16 -0.94
C -0.96 -1.60 0.45
C -1.86 -2.41 1.42
C -7.55 0.72 -0.39
C 6.44 2.62 0.21
C -3.00 2.25 -0.32
C -1.37 -3.87 1.26
C -0.30 -2.63 -0.43
C -5.36 0.71 -1.72
C 4.08 3.14 -0.68
C 6.29 3.42 1.51
C -6.58 1.52 -1.26
C 3.50 1.77 -0.35
C 1.21 -4.09 1.16
C 2.37 -3.19 0.81
C -4.48 0.19 -0.58
C 3.68 0.75 -1.47
C -3.93 1.25 0.36
C 2.30 -1.75 1.33
H -7.08 0.39 0.54
H -1.01 -2.75 -2.26
H 2.56 -3.23 -0.26
H 3.95 1.39 0.57
H -3.64 -0.37 -1.02
H 1.74 -1.14 0.63
H -8.41 1.33 -0.11
H -2.15 1.75 -0.79
H 3.57 3.53 -1.57
H 2.43 1.88 -0.14
H -7.10 1.87 -2.14
H -3.52 2.82 -1.10
H -4.77 1.32 -2.40
H 1.79 -1.71 2.28
H -2.90 -2.38 1.11
H 3.83 3.83 0.13
H 3.29 -1.30 1.39
H -5.05 -0.54 0.01
H 4.73 0.56 -1.68
H -1.25 -4.43 2.17
H -0.30 -1.01 1.07
H 6.94 3.02 2.28
H -7.91 -0.16 -0.91
H 6.55 4.47 1.35
H -3.38 0.75 1.16
H -0.22 -4.63 -0.22
H -6.25 2.41 -0.72
H -2.11 -4.41 0.67
H 7.48 2.64 -0.10
H 5.27 3.38 1.89
H 5.81 2.60 -1.84
H 3.23 -3.68 1.27
H 3.23 -0.21 -1.20
H -1.73 -2.11 2.45
H 6.20 1.57 0.40
H -1.58 -0.92 -0.12
H -5.71 -0.15 -2.30
H -4.75 1.78 0.85
H 5.89 4.19 -1.15
H 1.48 -5.11 0.91
H 3.21 1.09 -2.39
H -2.60 2.97 0.40
H 0.58 -2.31 -0.97